A structure of composition C25H49NO2P2Pt. Source: the OMol25 dataset; level of theory: the ωB97M-V functional and the def2-TZVPD basis.

Last column: Löwdin spin population.
Element x y z (Å)
1 Pt 0.14298 0.08501 -0.13406  0.768
2 P 0.00952 -2.28116 0.37658  0.272
3 P 0.10084 2.27983 -1.06198  0.262
4 O -2.75333 0.45128 0.80336  0.143
5 O 3.14937 -0.28213 -0.64154  0.146
6 N 0.44104 1.06357 2.61394  0.188
7 C 0.76476 1.46158 -3.67446  0.012
8 C -0.30841 2.20607 -2.87748  0.105
9 C -1.24604 3.44569 -0.47936  0.027
10 C -1.43910 -3.15256 1.20001  0.040
11 C 1.75398 3.14941 -1.12877  0.042
12 C 2.14020 -2.62431 2.34329  0.011
13 C -1.70739 1.64000 -3.13628  0.012
14 C 2.01916 -0.16449 -0.41985  0.229
15 C 0.89758 2.14636 3.24777  0.280
16 C -2.74983 -3.05229 0.41841  0.004
17 C 1.77250 4.48136 -1.88618  0.030
18 C -1.12996 3.82537 0.99212  0.003
19 C 1.26776 -4.68681 1.25197  0.028
20 C -1.65592 0.26552 0.47466  0.234
21 C 1.23135 -3.37685 -1.94986  0.012
22 C 1.51072 -3.18230 1.06960  0.042
23 C -0.12544 -3.02506 -1.33969  0.094
24 C 0.52129 -0.13155 4.71323  0.213
25 C -1.69336 -2.81233 2.66892  0.004
26 C 2.43513 3.30908 0.22460  0.006
27 C 1.21022 2.16412 4.61481  0.235
28 C -0.93612 -2.13205 -2.28745  0.065
29 C 0.99552 1.00757 5.36739  -0.019
30 C -1.47390 4.71176 -1.31608  0.024
31 C 0.24954 -0.03801 3.33938  0.274
32 H 1.00577 3.04146 2.63379  0.009
33 H -1.98625 -2.01648 -1.98696  0.000
34 H 2.24773 -3.03133 0.26658  0.000
35 H 2.82240 4.77890 -2.01887  0.007
36 H 1.33225 4.41861 -2.88634  0.001
37 H 3.04962 -3.20926 2.55577  0.001
38 H -0.68954 -3.95983 -1.18062  0.020
39 H -0.30157 3.25748 -3.20424  0.028
40 H -2.49765 2.22948 -2.65790  0.000
41 H 2.45221 -1.57660 2.23711  0.005
42 H 0.32362 -1.08271 5.20373  0.007
43 H -0.16062 -0.89447 2.78188  0.016
44 H 2.48825 2.35642 0.77068  0.004
45 H -0.18586 -0.99298 -5.39464  0.000
46 H 1.19246 0.98913 6.43413  -0.004
47 H -2.14284 2.81416 -0.58682  0.001
48 H -1.89542 1.63881 -4.21981  0.003
49 H 0.60018 -4.88934 2.10097  0.001
50 H 0.86380 -5.17561 0.36106  0.001
51 H 1.27636 5.28898 -1.33385  0.000
52 H -0.17026 -1.69589 -5.13418  0.000
53 H -1.11956 -4.20696 1.17189  0.016
54 H 0.45928 1.40508 -4.72803  0.003
55 H 2.23197 -5.16189 1.47878  0.005
56 H 0.88648 0.43031 -3.31524  0.008
57 H -2.68217 -3.50340 -0.57517  0.001
58 H 1.93927 4.04887 0.86973  0.000
59 H -2.03738 -1.77489 2.79072  0.002
60 H 1.68333 -4.26022 -1.48635  0.001
61 H 1.94507 -2.54332 -1.89264  0.004
62 H -1.65988 4.51044 -2.37420  0.001
63 H 1.48654 -2.70831 3.21965  0.002
64 H -1.03963 2.95168 1.64617  0.002
65 H -0.91050 -2.58730 -3.28385  0.005
66 H -2.50809 -3.45501 3.03375  0.000
67 H 1.58332 3.09445 5.03929  0.008
68 H -3.08301 -2.00847 0.32758  0.002
69 H -0.64190 5.42036 -1.23495  0.000
70 H -1.79202 0.60144 -2.78647  0.007
71 H -2.36938 5.21539 -0.92537  0.003
72 H -0.82752 -2.97868 3.31653  0.000
73 H 1.74148 1.95653 -3.63290  0.000
74 H -3.51186 -3.60149 0.98868  0.001
75 H -0.27623 4.49192 1.18484  0.000
76 H 3.46909 3.64574 0.06310  0.000
77 H -2.04384 4.36415 1.28793  0.000
78 H -0.47800 -1.13074 -2.36841  0.034
79 H 2.35635 2.43155 -1.70584  0.000
80 H 1.07880 -3.59874 -3.01138  0.004

Atomic forces in eV per Å
Pt -0.067 -0.368 0.569
P -0.426 -4.750 -0.559
P -0.397 4.127 -2.768
O 2.912 -0.739 -1.256
O -3.134 0.078 0.242
N 0.112 -0.388 0.001
C 0.118 0.023 0.019
C -0.216 -1.599 -0.618
C -0.352 -1.072 1.006
C -0.858 0.877 0.518
C 0.760 -1.007 0.717
C 0.193 0.295 0.260
C -0.082 0.066 0.041
C 4.715 0.258 -0.181
C -0.371 -0.044 -2.052
C 0.009 0.136 -0.090
C -0.567 0.515 -0.358
C -0.010 0.231 0.475
C -0.646 -0.386 -0.058
C -4.279 1.393 1.959
C 0.137 0.051 0.042
C 0.954 1.094 0.149
C 0.193 0.392 -0.640
C 0.311 0.569 1.474
C -0.079 0.141 0.203
C 0.234 -0.048 0.495
C 0.080 -0.356 1.733
C -0.305 -0.346 0.169
C 0.024 -0.253 0.170
C 0.304 0.405 -0.603
C -0.306 0.101 -2.019
H 0.080 -0.154 0.251
H 0.309 0.055 -0.084
H -0.169 -0.063 0.156
H -0.147 -0.244 0.145
H 0.109 0.051 0.206
H -0.311 0.257 0.001
H 0.013 0.245 0.266
H 0.099 0.091 0.573
H 0.117 -0.112 -0.186
H 0.021 -0.111 -0.018
H 0.125 0.243 0.209
H 0.252 0.404 0.574
H 0.078 0.121 -0.063
H -0.003 -0.282 0.074
H 0.047 0.026 -0.044
H 0.109 0.138 -0.002
H 0.002 -0.003 0.303
H 0.239 0.052 -0.193
H 0.037 0.031 0.131
H 0.262 -0.281 -0.127
H 0.026 0.290 -0.181
H 0.426 0.338 -0.272
H 0.102 0.031 0.258
H -0.109 0.255 -0.112
H -0.024 0.081 -0.163
H -0.141 0.091 0.196
H 0.136 -0.079 -0.312
H -0.096 -0.214 -0.032
H -0.044 0.244 -0.130
H -0.054 -0.157 -0.158
H 0.001 0.031 0.185
H 0.069 -0.141 -0.142
H -0.140 0.048 -0.096
H -0.090 0.253 0.145
H 0.284 0.187 -0.032
H -0.002 -0.201 0.154
H -0.109 -0.377 -0.017
H -0.352 -0.221 0.020
H 0.002 0.156 -0.160
H 0.187 -0.266 0.030
H -0.035 -0.082 -0.066
H -0.213 -0.111 -0.126
H 0.125 0.172 -0.231
H -0.264 -0.087 -0.143
H -0.301 -0.058 0.113
H 0.353 -0.162 -0.041
H 0.082 0.050 -0.137
H -0.117 0.066 0.096
H 0.064 0.005 0.145

Output
- M (g/mol) = 652.7
- charge = +4
- expectation value of S² = 6.04
- Kohn-Sham gap (spin up / spin down) (eV) = 5.9 / 4.4
- ΔE to the lowest compared entry with this formula, charge and spin (kJ/mol) = 29.0
- LUMO level (spin up / spin down) (eV) = -12.92 / -17.58
- 2S+1 = 5
- F_max (eV/Å) = 4.99
- highest occupied orbital energy (spin up / spin down) (eV) = -18.840 / -21.999
- E (eV) = -54080.3528